Here is the molecule C3H8N6O3 from the OMol25 dataset. Energies are from the ωB97M-V functional and the def2-TZVPD basis.

Summary:
Lowest unoccupied orbital energy (spin up / spin down), eV: 0.57 / -1.95
Multiplicity: 3
Charge: 0
Energy relative to the best compared isomer or geometry (same formula, charge and spin), eV: 0.533
Gap between HOMO and LUMO (spin up / spin down), eV: 3.87 / 7.34

XYZ file:
```
20
Properties=species:S:1:pos:R:3:forces:R:3:lowdin_spin:R:1
C -0.8791 1.1598 -1.2664 -2.36 6.90 -1.86 0.493
C 0.9207 -0.1115 1.7847 -1.01 1.88 -2.48 0.009
C 0.4265 -2.0280 -0.5054 2.49 -2.32 -2.39 0.029
N -1.9582 1.6646 -2.0202 -0.80 3.86 0.16 0.155
N -0.1198 2.0010 -0.5792 0.73 3.26 0.33 0.237
N 1.3462 -0.7699 2.8260 0.40 -2.03 3.02 0.005
N -0.2168 -0.5252 1.0548 -1.01 -0.73 3.66 0.044
N -0.0504 -0.7506 -0.3237 -2.11 1.21 0.76 0.212
N -0.8559 -0.1234 -1.1992 2.16 -8.76 -0.14 0.624
O 0.8486 -2.7170 0.4109 -1.13 0.84 -1.56 0.059
O 1.4685 0.9204 1.4326 0.83 0.10 -0.30 0.011
O 0.6292 -2.3526 -1.8485 -1.07 1.59 1.19 0.025
H -2.0851 2.7307 -2.4072 1.08 -3.83 1.50 0.023
H -2.3281 1.0070 -2.6349 -0.65 -0.99 -1.30 0.015
H -0.2971 3.0406 -0.7391 0.86 -2.43 0.73 0.022
H 0.4181 1.5819 0.1649 0.54 0.98 0.57 0.011
H 0.9071 -1.5087 3.4125 0.38 0.88 -1.40 0.001
H 2.1660 -0.3298 3.2089 -0.03 -0.03 0.35 0.001
H -0.6385 -1.3267 1.6314 0.34 1.02 -2.02 0.017
H 0.2981 -1.5626 -2.4028 0.36 -1.38 1.18 0.007
```
Positions in Å, forces in eV/Å.